# 1
8
Properties=species:S:1:pos:R:3 method="wB97M-V/def2-TZVPD" orbital_gap_ev="7.9 / 7.1" total_charge=0 relative_energy_ev=3.420 e_tot_ha=-1048.65139
Cl 1.786 -3.113 0.427
S 1.983 -0.318 -0.299
O 2.225 -0.249 -1.702
O 2.814 0.483 0.521
C 0.137 0.048 0.012
H -0.008 -0.028 1.064
H -0.451 0.821 -0.524
H -0.172 -0.917 -0.301


# 2
8
Properties=species:S:1:pos:R:3 method="wB97M-V/def2-TZVPD" orbital_gap_ev=9.1 smiles="OSCl.C=O" total_charge=0 relative_energy_ev=2.277 e_tot_ha=-1048.69341
Cl -1.841 -1.205 -0.692
S -1.305 0.227 0.661
O -1.654 1.538 -0.152
O 1.141 0.785 -1.251
C 2.023 0.879 -0.453
H 1.936 0.705 0.643
H -0.986 1.926 -0.728
H 3.081 0.874 -0.563


# 3
8
Properties=species:S:1:pos:R:3 method="wB97M-V/def2-TZVPD" orbital_gap_ev="7.2 / 6.7" s2=2.005 total_charge=0 multiplicity=3 relative_energy_ev=1.772 e_tot_ha=-1048.56666
Cl 3.032 0.631 0.031
S 4.102 -0.733 0.934
O 3.650 -2.028 0.088
O -0.239 0.562 0.174
C -0.003 1.747 0.087
H 2.686 -2.328 0.174
H 1.034 1.963 0.106
H -0.692 2.560 0.017


# 4
7
Properties=species:S:1:pos:R:3 method="wB97M-V/def2-TZVPD" orbital_gap_ev=8.4 smiles="C=S.SCl" total_charge=0 relative_energy_ev=2.056 e_tot_ha=-1296.39341
Cl -5.549 -0.154 -0.341
S 0.971 0.845 -0.050
S -3.743 0.039 0.565
C -0.573 0.384 -0.045
H -3.712 -1.318 0.507
H -1.322 0.652 -0.881
H -1.014 -0.052 0.748


Repeat the second record exactly.
8
Properties=species:S:1:pos:R:3 method="wB97M-V/def2-TZVPD" orbital_gap_ev=9.1 smiles="OSCl.C=O" total_charge=0 relative_energy_ev=2.277 e_tot_ha=-1048.69341
Cl -1.841 -1.205 -0.692
S -1.305 0.227 0.661
O -1.654 1.538 -0.152
O 1.141 0.785 -1.251
C 2.023 0.879 -0.453
H 1.936 0.705 0.643
H -0.986 1.926 -0.728
H 3.081 0.874 -0.563